Entry P
Below is a cluster of 2 separate species, C2H10N6 in total, with properties calculated with ωB97M-V with the def2-TZVPD basis set.

The charge is +2. The gap between HOMO and LUMO is 9.47 eV. Its HOMO energy is -0.6715 Ha.

Last column: Löwdin charge in e.
Atoms and positions in Å:
C 1.73 -0.42 -0.62  -0.13
C -0.84 -0.90 1.12  -0.07
N 2.05 0.54 -0.02  0.07
N -0.97 0.03 0.05  0.03
N 1.97 -1.46 -1.30  0.23
N -2.53 1.14 -1.20  0.20
N 2.24 1.39 0.89  0.15
N -2.13 0.39 -0.19  -0.04
H 0.16 -1.36 1.13  0.07
H -0.86 -0.18 2.10  0.17
H -1.70 -1.73 1.12  0.15
H 2.91 -1.86 -1.35  0.17
H 1.24 -2.01 -1.72  0.14
H -3.50 1.32 -1.31  0.15
H -2.01 1.96 -1.45  0.15
H 2.70 2.27 0.64  0.16
H 2.43 1.05 1.84  0.17
H -2.90 -0.18 0.27  0.23

---

Entry Q
Below is a cluster of 2 separate species, C2H10N6 in total, with properties calculated with ωB97M-V with the def2-TZVPD basis set.

The charge is +2. The gap between HOMO and LUMO is 8.81 eV. Its HOMO energy is -0.5801 Ha.

Last column: Löwdin charge in e.
Atoms and positions in Å:
C -6.17 -0.40 0.22  -0.11
C 2.74 0.47 0.20  -0.48
N -5.36 -1.13 0.71  0.35
N -6.62 0.61 -0.37  0.25
N 3.43 1.19 -0.75  0.15
N 2.07 1.35 1.03  0.15
N 2.58 -0.80 0.42  0.03
N 3.55 -1.60 -0.19  0.08
H -5.37 -2.08 0.96  0.12
H -6.32 0.81 -1.40  0.23
H -7.30 1.23 0.02  0.16
H 3.84 2.13 -0.61  0.15
H 4.01 0.63 -1.38  0.10
H 2.15 2.37 0.75  0.15
H 1.36 1.09 1.64  0.08
H 4.48 -1.69 0.18  0.16
H 3.27 -2.61 -0.08  0.18
H 3.64 -1.57 -1.37  0.26

---

Quick look at relative energies in kJ/mol: entry P 356.7; entry Q 0.0.

---

Entry P
Below is an isolated molecule of C7H13N, with properties calculated with ωB97M-V with the def2-TZVPD basis set.

The gap between HOMO and LUMO is 9.04 eV. Its HOMO energy is -0.3010 Ha. As for the SMILES: CC(C)(C)CC#CN.

Last column: Löwdin charge in e.
Atoms and positions in Å:
C 0.28 -1.04 -1.18  -0.06
C -0.11 0.38 -0.78  -0.60
C -1.55 0.41 -0.28  -0.06
C 0.05 1.31 -1.98  -0.07
C 0.86 0.94 0.39  -0.15
C 0.79 0.02 1.48  -0.07
C 0.58 -0.83 2.32  -0.17
N 0.27 -1.83 3.17  0.05
H 0.19 -1.71 -0.33  0.07
H -0.37 -1.40 -1.97  0.08
H 1.31 -1.07 -1.54  0.08
H -1.65 -0.18 0.62  0.07
H -1.87 1.43 -0.07  0.08
H -2.22 0.00 -1.04  0.08
H 1.08 1.31 -2.34  0.08
H -0.59 0.99 -2.80  0.08
H -0.22 2.33 -1.72  0.08
H 0.54 1.94 0.71  0.12
H 1.86 0.98 -0.03  0.12
H -0.28 -1.54 3.97  0.09
H 1.05 -2.43 3.42  0.09

---

Entry Q
Below is an isolated molecule of C7H13N, with properties calculated with ωB97M-V with the def2-TZVPD basis set.

The gap between HOMO and LUMO is 9.00 eV. Its HOMO energy is -0.2881 Ha. As for the SMILES: C/C=C/CN/C=C/C.

Last column: Löwdin charge in e.
Atoms and positions in Å:
C 3.03 -0.69 -1.54  -0.13
C 2.10 -1.56 -0.70  -0.14
C 0.98 -0.96 -0.28  -0.17
C -0.18 -1.65 0.18  -0.28
N -1.05 -0.88 1.13  -0.08
C -1.62 0.27 0.45  -0.17
C -1.63 1.48 1.10  -0.17
C -2.36 2.63 0.47  -0.13
H 3.66 -0.15 -0.85  0.06
H 2.42 0.09 -2.13  0.10
H 3.77 -1.24 -2.12  0.06
H 2.56 -2.59 -0.61  0.12
H 0.80 0.13 -0.18  0.12
H 0.06 -2.60 0.81  0.15
H -0.89 -2.02 -0.58  0.12
H -0.45 -0.61 1.98  0.14
H -2.13 0.01 -0.45  0.11
H -1.16 1.63 2.08  0.09
H -1.84 2.97 -0.41  0.06
H -2.62 3.51 1.04  0.05
H -3.44 2.22 0.62  0.11

---

Entry R
Below is a cluster of 3 separate species, C7H13N in total, with properties calculated with ωB97M-V with the def2-TZVPD basis set.

The gap between HOMO and LUMO is 8.13 eV. Its HOMO energy is -0.2702 Ha.

Last column: Löwdin charge in e.
Atoms and positions in Å:
C -0.51 0.33 -0.64  -0.20
C -0.24 -1.33 1.06  -0.13
C 2.05 1.86 0.25  -0.10
N -0.20 0.06 0.63  -0.11
C 1.69 0.45 -0.01  -0.21
C -2.49 0.26 -0.09  -0.08
C 2.49 -0.53 -0.42  0.01
C -3.24 -0.70 -0.58  -0.10
H -0.47 1.36 -0.96  0.09
H -0.48 -0.45 -1.41  0.10
H -2.85 1.16 0.39  0.05
H -0.19 -2.06 0.24  0.08
H 0.60 -1.49 1.73  0.08
H -1.17 -1.48 1.61  0.08
H 1.73 2.16 1.25  0.08
H 3.13 2.02 0.18  0.08
H 1.57 2.54 -0.46  0.07
H 2.14 -1.53 -0.62  0.05
H 3.57 -0.39 -0.50  0.07
H -2.82 -1.60 -1.03  0.04
H -4.33 -0.65 -0.62  0.04

---

Entry S
Below is a cluster of 2 separate species, C7H13N in total, with properties calculated with ωB97M-V with the def2-TZVPD basis set.

The gap between HOMO and LUMO is 8.75 eV. Its HOMO energy is -0.2877 Ha. As for the SMILES: CC(C)=C(C)C.C#N.

Last column: Löwdin charge in e.
Atoms and positions in Å:
C 0.63 1.62 1.13  -0.04
C 0.61 0.67 -0.05  -0.35
C 0.67 1.16 -1.40  -0.09
C 0.48 -0.64 0.10  -0.40
C 0.41 -1.47 -1.08  -0.08
C 0.34 -1.38 1.38  -0.06
H -0.21 1.62 1.79  0.06
H 1.46 1.25 1.71  0.07
H 0.66 2.63 0.71  0.08
H -0.13 0.78 -2.01  0.06
H 1.57 0.95 -1.79  0.06
H 0.56 2.20 -1.53  0.08
H 1.34 -1.32 -1.61  0.09
H -0.30 -0.96 -1.70  0.05
H 0.09 -2.46 -1.00  0.07
H 0.31 -0.72 2.21  0.04
H -0.62 -1.88 1.44  0.07
H 1.27 -2.05 1.60  0.12
C -3.11 0.07 0.04  0.01
N -2.10 0.23 -0.52  0.13
H -3.93 -0.30 0.58  0.04

---

Quick look at relative energies in kJ/mol: entry P 0.0; entry Q 177.1; entry R 493.1; entry S 96.5.

---

Entry P
Below is an isolated molecule of C7H13N, with properties calculated with ωB97M-V with the def2-TZVPD basis set.

The gap between HOMO and LUMO is 8.11 eV. Its HOMO energy is -0.2927 Ha. As for the SMILES: [H]/N=C(/C)C(C)=C(C)C.

Last column: Löwdin charge in e.
Atoms and positions in Å:
H -0.45 -2.98 0.94  0.07
N -1.04 -2.21 1.28  0.09
C -0.82 -1.10 0.71  -0.35
C -2.13 -0.40 -0.17  -0.02
C 0.32 -0.23 0.70  -0.24
C 0.97 0.15 2.00  -0.04
C 0.49 0.41 -0.52  -0.30
C 1.07 1.80 -0.63  -0.05
C 0.47 -0.32 -1.84  -0.06
H -2.66 -1.25 -0.59  0.05
H -2.04 0.33 -0.98  0.05
H -2.70 0.06 0.64  0.06
H 0.58 1.11 2.35  0.08
H 0.77 -0.59 2.78  0.08
H 2.05 0.24 1.90  0.08
H 0.54 2.36 -1.40  0.08
H 2.13 1.75 -0.91  0.09
H 0.98 2.37 0.30  0.07
H 1.50 -0.39 -2.21  0.09
H -0.11 0.23 -2.58  0.08
H 0.07 -1.33 -1.77  0.08

---

Entry Q
Below is an isolated molecule of C7H13N, with properties calculated with ωB97M-V with the def2-TZVPD basis set.

The gap between HOMO and LUMO is 9.51 eV. Its HOMO energy is -0.3148 Ha. As for the SMILES: C1=C\CNCCCC/1.

Last column: Löwdin charge in e.
Atoms and positions in Å:
C 1.19 1.20 -0.26  -0.12
C -0.06 1.63 0.06  -0.15
C -1.38 1.08 0.31  -0.30
N -2.32 -0.09 -0.04  -0.10
C -1.57 -1.47 -0.15  -0.14
C -0.07 -0.99 -0.09  -0.21
C 1.39 -1.28 0.35  -0.25
C 2.12 -0.07 -0.13  -0.27
H 2.07 1.93 -0.33  0.11
H -0.27 2.69 -0.23  0.12
H -2.00 1.81 -0.15  0.07
H -1.79 1.33 1.36  0.15
H -3.03 0.29 -0.92  0.18
H -1.60 -1.93 -1.11  0.08
H -2.08 -1.94 0.74  0.11
H -0.06 -0.41 -0.95  0.08
H -0.06 -0.28 0.74  0.07
H 2.17 -2.26 -0.08  0.16
H 1.65 -1.26 1.46  0.11
H 2.73 -0.41 -1.14  0.15
H 2.96 0.43 0.57  0.14

---

Quick look at relative energies in kJ/mol: entry P 0.0; entry Q 423.1.